Entry from OMol25: an isolated molecule of C3H3ClO2 in a non-equilibrium geometry (ωB97M-V/def2-TZVPD).

Geometry as XYZ:
```
9
Properties=species:S:1:pos:R:3:forces:R:3
C -1.339325 0.673084 0.018565 -3.9 6.6 4.5
C -0.405068 -0.372022 -0.181620 2.6 -0.1 0.5
C 1.109455 -0.171496 0.076746 0.8 -0.3 -0.5
O -2.077649 1.756986 0.993855 4.2 -6.4 -6.0
O -1.001568 0.495708 -1.243677 -1.0 0.3 1.2
Cl -0.815150 -2.024219 -0.111044 -0.8 -0.6 -0.2
H 1.664381 -1.169692 0.071919 -1.0 1.4 0.1
H 1.221308 0.327654 1.048352 0.0 -0.3 -0.2
H 1.643619 0.483993 -0.673097 -1.0 -0.6 0.6
```
Forces are in eV/Å.

## Properties
**Net charge**: 0
**HOMO-LUMO gap**: 9.74 eV

Entry from OMol25: a structure of composition C4H9NO2 in a non-equilibrium geometry (ωB97M-V/def2-TZVPD).

Geometry as XYZ:
```
16
Properties=species:S:1:pos:R:3:forces:R:3
N -0.185822 -1.518353 0.066996 -0.5 -1.8 -0.2
C -1.296022 -1.118455 0.786674 0.5 -0.6 -0.1
O -1.662604 -1.704094 1.786896 -0.1 0.5 -0.2
C -1.688303 0.235334 0.364022 1.5 0.3 0.0
C 0.267719 0.756050 0.573730 -1.2 0.8 0.2
C 1.123832 0.962638 -0.699367 -0.8 0.4 0.2
O 1.950986 -0.137208 -1.072478 -0.2 0.0 0.0
H 0.452631 -2.120120 0.540692 0.1 -0.7 -0.1
H -0.173835 -1.500668 -0.932689 0.2 0.1 -0.1
H -1.757969 0.438727 -0.702768 0.1 -0.4 -0.1
H -2.636424 0.588407 0.857694 1.6 0.3 0.1
H -0.015041 1.697271 0.976920 0.5 1.1 0.3
H 0.900515 0.202030 1.304818 -1.3 0.1 -0.3
H 0.462865 1.244787 -1.525959 0.0 0.0 -0.1
H 1.774575 1.833125 -0.489883 -0.3 -0.2 0.0
H 2.482900 0.140530 -1.835300 -0.2 -0.1 0.4
```
Forces are in eV/Å.

## Properties
**Net charge**: 0
**HOMO-LUMO gap**: 9.44 eV

Entry from OMol25: the ion C5H9N2O3S with charge +1 in a non-equilibrium geometry (ωB97M-V/def2-TZVPD).

Geometry as XYZ:
```
20
Properties=species:S:1:pos:R:3:forces:R:3
C 1.461277 0.828932 -0.029189 0.6 -0.5 -0.3
C -1.414138 -0.966183 -1.163440 3.4 0.1 2.2
C -1.099950 -0.389021 1.441014 0.1 0.5 -0.9
C 0.513968 -1.186951 -0.348541 -3.5 0.1 -1.6
C 0.338776 -0.746611 1.101860 -0.3 -0.5 0.4
N 1.310255 -0.172258 -0.908248 0.5 0.3 0.1
N 2.076551 1.964840 -0.242312 -0.1 0.1 0.2
O -0.779351 1.452960 -0.439640 -0.2 0.0 0.0
O -3.102728 0.739003 0.024916 -0.4 0.0 0.2
O 1.110190 0.471089 1.178134 0.4 0.6 0.0
S -1.724980 0.415054 -0.086007 -0.1 -0.8 -0.1
H -1.281731 -0.776001 -2.212964 -0.1 0.3 -0.2
H -1.962994 -1.853781 -0.901551 -0.2 -0.2 0.0
H -1.712250 -1.261471 1.635335 -0.1 -0.2 0.0
H -1.146688 0.301794 2.278908 -0.1 0.1 0.0
H 0.786242 -2.204270 -0.591464 0.1 0.0 0.1
H 0.756637 -1.454366 1.825349 0.0 0.2 -0.2
H 1.479453 -0.091921 -1.898586 0.0 0.1 0.0
H 2.269725 2.293289 -1.175395 0.0 -0.1 0.0
H 2.121739 2.635876 0.511820 0.0 0.0 0.0
```
Forces are in eV/Å.

## Properties
**Net charge**: +1
**HOMO-LUMO gap**: 10.35 eV

Entry from OMol25: an isolated molecule of C5H7N in a non-equilibrium geometry (ωB97M-V/def2-TZVPD).

Geometry as XYZ:
```
13
Properties=species:S:1:pos:R:3:forces:R:3
C -0.366650 -1.436264 -0.804535 0.1 0.1 0.0
C -0.667061 -0.181656 0.004858 0.0 0.0 -0.1
C 0.049147 0.067131 1.303667 0.1 0.1 0.0
C 0.217669 1.054765 0.161180 0.1 0.0 -0.1
C 1.377949 1.579251 -0.566085 0.0 0.6 -0.1
N 2.046523 2.372012 -1.086839 -0.3 -1.3 0.4
H -0.583648 -1.299005 -1.869548 0.1 0.1 0.2
H -1.006914 -2.259000 -0.452890 0.2 0.3 0.0
H 0.671614 -1.776333 -0.711291 -0.1 0.2 0.0
H -1.720266 0.099538 -0.033439 0.2 -0.1 0.1
H 0.828415 -0.643863 1.578829 0.0 0.3 -0.3
H -0.494059 0.463932 2.159257 0.1 -0.2 -0.2
H -0.352719 1.959491 0.316836 -0.4 -0.1 0.2
```
Forces are in eV/Å.

## Properties
**Net charge**: 0
**HOMO-LUMO gap**: 11.43 eV

Entry from OMol25: an isolated molecule of C5H9N3 in a non-equilibrium geometry (ωB97M-V/def2-TZVPD).

Geometry as XYZ:
```
17
Properties=species:S:1:pos:R:3:forces:R:3
C 1.661868 0.608807 0.135022 -3.1 1.4 -1.4
C 0.623478 1.026559 -0.949134 1.6 -0.1 1.0
C -1.590816 0.915596 -0.330317 1.5 -0.3 1.7
C -1.775857 -0.505251 0.056558 2.7 -1.7 -0.5
C -0.867958 -1.576073 0.302042 -2.4 4.9 -0.6
H 2.513666 0.248136 -0.323070 1.9 -0.5 -1.3
H 1.867608 1.519982 0.631817 0.6 0.6 1.2
H 1.033422 1.717787 -1.608445 1.7 0.7 -1.5
H 0.411592 0.135132 -1.396458 -0.5 -2.6 -2.0
H -2.462289 1.451502 -0.100647 -1.5 0.9 -0.2
H -2.811055 -0.775556 0.023855 -0.4 -0.4 0.0
H -1.359180 -2.506020 0.339284 0.1 -1.4 0.1
H 1.064772 -2.132779 0.329074 0.5 -1.7 -0.2
H 0.650798 0.083110 1.793440 0.6 -0.3 -0.4
N -0.590107 1.649925 -0.658241 -2.3 -0.1 1.5
N 0.429357 -1.494059 0.709616 0.6 0.2 -0.7
N 1.200702 -0.366799 1.045604 -1.8 0.4 3.4
```
Forces are in eV/Å.

## Properties
**Net charge**: 0
**HOMO-LUMO gap**: 8.49 eV

Entry from OMol25: an isolated molecule of C2H8NOP in a non-equilibrium geometry (ωB97M-V/def2-TZVPD).

Geometry as XYZ:
```
13
Properties=species:S:1:pos:R:3:forces:R:3
C 1.328064 -0.401295 -0.078934 -2.3 1.2 1.4
C 0.655674 1.046402 0.053082 -0.5 -1.5 1.6
N -0.788757 0.977719 -0.054013 -0.3 -1.0 0.5
O -3.094213 0.215362 -0.094650 -2.3 -1.3 -1.3
P -1.649131 -0.321304 0.058622 2.2 0.2 0.2
H 2.329201 -0.302952 0.227486 1.3 -0.4 0.7
H 0.733130 -1.261994 0.470820 1.4 1.8 -1.1
H 1.347602 -0.460979 -1.111675 -0.1 -1.4 -2.2
H 0.913621 1.370796 1.118905 0.0 0.5 -1.7
H 0.892792 1.700303 -0.808837 1.0 -0.1 1.0
H -2.932069 1.090506 0.202649 -0.3 2.2 0.2
H -1.292374 -1.396749 -0.830772 -0.7 0.4 0.3
H -1.932434 -0.971686 1.268968 0.8 -0.6 0.3
```
Forces are in eV/Å.

## Properties
**Net charge**: 0
**HOMO-LUMO gap**: 9.56 eV

Asked for energy above the lowest of the compared OMol25 structures with the same formula, charge and spin across the records above, the calculation gives 476.25, 381.40, 0.00, 140.17, 357.36, 268.34 kJ/mol in order.
Asked for energy across the records above, the calculation gives -726.59854, -362.94027, -929.04929, -249.41985, -360.06116, -552.28138 a.u. in order.
Asked for E_HOMO across the records above, the calculation gives -0.379, -0.324, -0.504, -0.390, -0.290, -0.315 Eh in order.